one:
This record from OMol25 describes a 2-piece molecular cluster, C3H8N5 overall. The level of theory is ωB97M-V/def2-TZVPD.

ORCA input file:
```
! RIJCOSX wB97M-V def2-TZVPD def2/J DEFGRID3
* xyz 1 1
C 0.9880 1.4702 -0.5447
C -0.7244 1.7013 1.2305
C -0.3877 1.4783 -0.1706
N 0.9842 -2.4757 -0.6112
N 0.6185 -1.2811 -0.4645
N -1.0651 -2.3898 -0.0468
N -0.0804 -3.1967 -0.3341
N -0.6425 -1.2266 -0.1261
H 1.1892 1.6619 -1.6070
H 1.0157 0.2232 -0.9144
H 1.7946 1.8771 0.2123
H -0.8144 0.7000 1.7568
H -1.6792 2.0439 1.2916
H -0.0635 2.2722 1.7826
H -1.1290 1.3289 -0.9757
H -0.0039 -4.1870 -0.4787
*
```

gap between HOMO and LUMO: 0.3819 Ha
LUMO level: -0.18904 Eh

two:
This record from OMol25 describes an isolated ion of composition C3H8N5 and charge +1. The level of theory is ωB97M-V/def2-TZVPD.

ORCA input file:
```
! RIJCOSX wB97M-V def2-TZVPD def2/J DEFGRID3
* xyz 1 1
C 0.5176 0.7396 1.1069
N 0.2079 0.0110 -0.0959
C 0.7559 -0.1429 -1.3049
N 1.9723 0.2149 -1.6389
N -0.0390 -0.5868 -2.2717
N -1.2263 -1.0184 -1.5970
C -1.2701 -0.6268 -0.3409
N -2.1958 -0.7776 0.5096
H 1.0062 0.1506 1.9513
H 1.0999 1.6339 0.8905
H -0.4739 1.0780 1.5918
H 2.5933 -0.1215 -2.4709
H 2.4671 0.9154 -1.1744
H -1.9656 -1.4208 -2.1759
H -3.1050 -0.9572 0.1838
H -2.0244 -0.5095 1.4819
*
```

gap between HOMO and LUMO: 0.3559 Ha
LUMO level: -0.11327 Eh
SMILES: Cn1c(N)n[nH]c1=[NH2+]

Most stable structure: two

one:
This record from OMol25 describes a 2-piece molecular cluster, C3H10NO2 overall. The level of theory is ωB97M-V/def2-TZVPD.

ORCA input file:
```
! RIJCOSX wB97M-V def2-TZVPD def2/J DEFGRID3
* xyz 2 2
O 3.2286 -0.0858 -0.6378
C 3.4233 1.0841 -0.8900
O 2.6176 2.1118 -0.4091
H 4.2005 1.5896 -1.3008
H 1.7572 1.7151 -0.3139
C -0.1578 -0.2334 -0.2306
N -1.2640 -1.0140 0.4999
C -2.6698 -0.4628 0.6060
H 0.7952 -0.9176 -0.2043
H -0.1272 0.5208 0.6637
H -0.4407 0.1151 -1.2233
H -1.3591 -1.8772 -0.0560
H -0.9790 -1.3192 1.4800
H -3.1652 -0.4128 -0.3981
H -3.2024 -1.2350 1.1365
H -2.6571 0.4212 1.2778
*
```

gap between HOMO and LUMO (spin up / spin down): 0.4301 / 0.2471 Ha
⟨S²⟩: 0.76
LUMO level (spin up / spin down): -0.35796 / -0.54084 Eh

two:
This record from OMol25 describes a 2-piece molecular cluster, C3H10NO2 overall. The level of theory is ωB97M-V/def2-TZVPD.

ORCA input file:
```
! RIJCOSX wB97M-V def2-TZVPD def2/J DEFGRID3
* xyz 2 2
O 2.5935 -0.1122 0.4659
C 2.3134 -0.2801 -0.6405
C 0.7458 -0.7363 -0.9000
N -0.1685 -0.0768 0.1912
C -1.0052 -1.0375 1.0638
H 2.9201 -0.4335 -1.5501
H 0.3533 -0.3284 -1.9362
H 0.5221 -1.9249 -1.0692
H 0.4712 0.3075 0.9152
H -0.7948 0.6572 -0.2747
H -0.4778 -1.3489 2.0609
H -1.1211 -1.9357 0.2934
H -2.0829 -0.6152 1.2537
H -0.9573 3.2479 -0.2205
H -2.0356 2.3173 0.4688
O -1.2761 2.2994 -0.1217
*
```

gap between HOMO and LUMO (spin up / spin down): 0.3348 / 0.1885 Ha
⟨S²⟩: 0.76
LUMO level (spin up / spin down): -0.39912 / -0.54522 Eh

Most stable structure: one